Entry 1:
Molecular formula: C24H48BrGaN5O5Si
Method: DFT, the ωB97M-V functional and the def2-TZVPD basis

Values from the calculation:
* charge: +1
* energy above the lowest of the compared OMol25 structures with the same formula, charge and spin: 25.5 kcal/mol
* HOMO level: -11.30 eV

CARTESIAN COORDINATES (ANGSTROEM)
Ga (0.256, 1.720, 1.856)
O (-0.810, 1.023, 3.977)
C (-1.429, 2.134, 4.628)
C (-2.191, 2.966, 3.607)
N (-1.333, 3.292, 2.454)
C (-0.402, 4.388, 2.771)
C (0.802, 3.861, 3.543)
O (1.329, 4.494, 4.418)
O (1.210, 2.671, 3.136)
C (-2.083, 3.566, 1.225)
C (-1.249, 3.252, -0.017)
O (-1.588, 3.657, -1.101)
O (-0.213, 2.477, 0.194)
H (-1.377, 0.245, 4.008)
H (-2.105, 1.802, 5.415)
H (-0.629, 2.705, 5.094)
H (-3.035, 2.387, 3.233)
H (-2.571, 3.872, 4.089)
H (-0.015, 4.797, 1.835)
H (-0.873, 5.193, 3.335)
H (-2.949, 2.904, 1.177)
H (-2.439, 4.595, 1.160)
C (-2.480, -1.090, -3.963)
C (-2.343, -0.822, -2.450)
C (-1.621, 0.522, -2.207)
C (-3.756, -0.707, -1.859)
Si (-1.369, -2.227, -1.669)
Br (-0.505, -0.464, 1.404)
C (0.379, -2.577, -2.283)
C (0.295, -3.782, -3.240)
C (0.973, -1.378, -3.040)
C (1.344, -2.908, -1.114)
C (-2.189, -3.510, -0.556)
C (-2.837, -4.557, -1.487)
C (-1.149, -4.205, 0.342)
C (-3.267, -2.920, 0.374)
H (-3.014, -0.247, -4.409)
H (-3.061, -1.995, -4.166)
H (-1.522, -1.179, -4.473)
H (-2.255, 1.330, -2.583)
H (-0.669, 0.588, -2.727)
H (-1.443, 0.712, -1.145)
H (-4.260, 0.134, -2.343)
H (-3.735, -0.511, -0.788)
H (-4.355, -1.600, -2.048)
H (-0.336, -3.577, -4.111)
H (-0.087, -4.678, -2.746)
H (1.302, -4.009, -3.600)
H (0.365, -1.063, -3.885)
H (1.951, -1.672, -3.431)
H (1.129, -0.523, -2.381)
H (1.345, -3.970, -0.880)
H (1.104, -2.367, -0.198)
H (2.359, -2.635, -1.413)
H (-2.102, -5.080, -2.102)
H (-3.590, -4.119, -2.149)
H (-3.338, -5.303, -0.863)
H (-0.405, -4.752, -0.235)
H (-1.674, -4.933, 0.967)
H (-0.646, -3.497, 1.002)
H (-4.149, -2.588, -0.164)
H (-2.876, -2.098, 0.975)
H (-3.581, -3.711, 1.061)
C (2.238, 0.561, -0.254)
N (3.582, 0.385, -0.773)
C (4.394, -0.292, 0.247)
N (4.445, 0.475, 1.493)
C (3.097, 0.638, 1.999)
N (2.220, 1.349, 1.012)
C (2.863, 2.675, 0.701)
N (4.211, 2.510, 0.199)
C (4.172, 1.708, -1.024)
C (5.010, 1.799, 1.203)
H (1.813, -0.416, -0.053)
H (1.620, 1.090, -0.981)
H (5.407, -0.421, -0.134)
H (3.963, -1.274, 0.454)
H (3.109, 1.212, 2.924)
H (2.662, -0.344, 2.194)
H (2.884, 3.269, 1.611)
H (2.247, 3.173, -0.047)
H (5.187, 1.578, -1.401)
H (3.576, 2.228, -1.775)
H (5.035, 2.385, 2.123)
H (6.026, 1.678, 0.829)

Atomic partial charges in e from the Mulliken method, atoms 1 to 5:
1 Ga 0.9484
2 O -0.5452
3 C -0.8465
4 C -0.4080
5 N 0.1489

=====

Entry 2:
Molecular formula: C24H54BrN3
Method: DFT, the ωB97M-V functional and the def2-TZVPD basis

Values from the calculation:
* charge: +2
* energy above the lowest of the compared OMol25 structures with the same formula, charge and spin: 71.6 kcal/mol
* HOMO level: -9.68 eV

CARTESIAN COORDINATES (ANGSTROEM)
C (33.113, 22.331, 8.273)
C (31.595, 21.879, 8.432)
C (30.659, 23.154, 8.146)
N (29.181, 22.830, 8.435)
C (29.099, 22.780, 9.946)
C (28.260, 24.019, 7.938)
C (27.332, 23.388, 6.873)
C (27.180, 21.970, 7.325)
C (28.512, 21.560, 7.857)
H (33.722, 21.564, 8.751)
H (33.402, 23.249, 8.786)
H (33.440, 22.386, 7.234)
H (31.561, 21.216, 9.297)
H (31.392, 21.145, 7.652)
H (30.798, 23.587, 7.155)
H (30.923, 23.934, 8.859)
H (29.739, 21.988, 10.334)
H (28.050, 22.534, 10.111)
H (29.180, 23.766, 10.404)
H (27.676, 24.489, 8.729)
H (28.947, 24.693, 7.425)
H (26.344, 23.849, 6.884)
H (27.667, 23.509, 5.843)
H (26.472, 21.976, 8.154)
H (26.751, 21.259, 6.620)
H (28.605, 20.713, 8.537)
H (29.202, 21.481, 7.017)
C (20.136, 18.312, 12.687)
C (21.378, 17.392, 12.734)
C (22.224, 17.550, 11.490)
N (23.584, 16.813, 11.687)
C (24.411, 17.449, 12.911)
C (24.464, 16.911, 10.403)
C (24.917, 15.499, 9.936)
C (24.663, 14.586, 11.137)
C (23.418, 15.261, 11.786)
H (19.373, 18.006, 11.972)
H (20.339, 19.339, 12.384)
H (19.654, 18.396, 13.661)
H (21.021, 16.389, 12.964)
H (21.922, 17.707, 13.625)
H (22.361, 18.593, 11.205)
H (21.825, 17.013, 10.629)
H (24.692, 18.491, 12.760)
H (25.338, 16.882, 12.997)
H (23.734, 17.183, 13.723)
H (25.231, 17.641, 10.664)
H (23.923, 17.522, 9.681)
H (25.961, 15.475, 9.625)
H (24.418, 15.192, 9.017)
H (25.454, 14.588, 11.886)
H (24.337, 13.578, 10.879)
H (23.149, 14.953, 12.796)
H (22.615, 15.005, 11.095)
C (40.821, 17.183, 11.598)
C (39.432, 17.267, 12.218)
C (38.363, 16.439, 11.414)
N (37.016, 16.173, 12.167)
C (36.442, 17.533, 12.700)
C (37.290, 15.092, 13.256)
C (35.943, 14.455, 13.534)
C (35.195, 14.507, 12.207)
C (36.082, 15.370, 11.255)
H (41.440, 17.975, 12.020)
H (40.726, 17.474, 10.552)
H (41.362, 16.237, 11.620)
H (39.217, 18.335, 12.195)
H (39.412, 16.917, 13.250)
H (38.703, 15.484, 11.013)
H (38.042, 17.052, 10.573)
H (36.564, 18.158, 11.815)
H (37.158, 17.885, 13.443)
H (35.482, 17.174, 13.071)
H (37.694, 15.594, 14.135)
H (38.047, 14.417, 12.856)
H (35.435, 15.064, 14.282)
H (36.020, 13.427, 13.889)
H (34.185, 14.905, 12.301)
H (35.049, 13.503, 11.809)
H (35.527, 15.982, 10.543)
H (36.600, 14.632, 10.643)
Br (30.244, 17.745, 12.410)

Atomic partial charges in e from the Mulliken method, atoms 1 to 5:
1 C -1.3434
2 C -0.3525
3 C -0.8503
4 N 0.2703
5 C -1.2462

=====

Entry 3:
Molecular formula: C22H35N5O3Pd
Method: DFT, the ωB97M-V functional and the def2-TZVPD basis

Values from the calculation:
* charge: +4
* multiplicity: 5
* <S²>: 6.05
* HOMO level (spin up / spin down): -19.62 / -20.18 eV

CARTESIAN COORDINATES (ANGSTROEM)
Pd (0.003, -0.053, 0.372)
O (-2.825, -2.275, 6.314)
C (-2.262, -0.996, 6.358)
C (-1.700, -0.720, 4.994)
C (-1.009, 0.438, 4.684)
C (-0.509, 0.635, 3.374)
N (-0.663, -0.244, 2.404)
C (-1.345, -1.407, 2.678)
C (-1.862, -1.653, 3.967)
C (-1.512, -2.331, 1.597)
C (-2.209, -3.550, 1.743)
C (-2.364, -4.418, 0.661)
C (-3.112, -5.708, 0.829)
O (-3.545, -5.755, 2.158)
C (-1.804, -4.025, -0.542)
C (-1.112, -2.791, -0.634)
N (-0.968, -1.972, 0.387)
H (-3.205, -2.512, 7.168)
H (-1.453, -0.909, 7.094)
H (-3.000, -0.215, 6.589)
H (-0.836, 1.211, 5.424)
H (0.033, 1.544, 3.142)
H (-2.396, -2.564, 4.201)
H (-2.646, -3.845, 2.686)
H (-2.436, -6.535, 0.572)
H (-3.940, -5.726, 0.109)
H (-4.054, -6.558, 2.325)
H (-1.879, -4.642, -1.431)
H (-0.675, -2.492, -1.580)
C (-3.002, 4.892, -3.032)
C (-1.828, 4.916, -3.996)
C (-1.347, 6.349, -4.268)
C (-2.135, 4.183, -5.299)
N (-0.656, 4.215, -3.386)
N (-0.506, 3.950, -2.091)
H (-3.860, 5.328, -3.541)
H (-2.836, 5.511, -2.145)
H (-3.281, 3.876, -2.745)
H (-2.163, 6.893, -4.743)
H (-0.497, 6.367, -4.951)
H (-1.083, 6.868, -3.346)
H (-2.888, 4.748, -5.847)
H (-2.524, 3.182, -5.115)
H (-1.253, 4.117, -5.940)
H (0.166, 4.071, -3.965)
H (-1.258, 4.345, -1.534)
H (0.426, 4.129, -1.730)
O (1.854, 0.193, -0.309)
C (3.109, -0.104, -0.145)
C (4.099, 0.565, -1.045)
C (4.971, -0.414, -1.891)
C (4.855, -1.896, -1.539)
C (5.375, -2.277, -0.152)
C (4.938, -1.305, 0.938)
N (3.510, -0.926, 0.778)
H (4.729, 1.177, -0.391)
H (3.552, 1.252, -1.686)
H (6.010, -0.091, -1.814)
H (4.688, -0.286, -2.934)
H (5.407, -2.466, -2.285)
H (3.812, -2.217, -1.650)
H (6.466, -2.297, -0.145)
H (5.048, -3.288, 0.096)
H (5.517, -0.383, 0.913)
H (5.046, -1.726, 1.934)
H (2.821, -1.383, 1.360)

Atomic partial charges in e from the Mulliken method, atoms 1 to 5:
1 Pd 1.0861
2 O -0.4848
3 C -0.5344
4 C 0.0543
5 C -0.7219

=====

Entry 4:
Molecular formula: C40H43F11N2O6S2SeTi
Method: DFT, the ωB97M-V functional and the def2-TZVPD basis

Values from the calculation:
* energy above the lowest of the compared OMol25 structures with the same formula, charge and spin: 64.9 kcal/mol
* HOMO level: -8.14 eV

CARTESIAN COORDINATES (ANGSTROEM)
Ti (-0.022, -0.113, -0.124)
C (-1.350, -2.461, 0.636)
C (-0.767, -3.219, 1.597)
C (0.656, -3.457, 1.180)
C (0.835, -2.811, 0.010)
C (-0.412, -2.164, -0.461)
C (-0.905, -2.590, -1.885)
C (-2.126, -1.792, -2.344)
C (0.193, -2.477, -2.944)
C (-1.308, -4.073, -1.794)
C (1.788, -4.294, 1.787)
C (3.147, -3.768, 1.294)
C (1.657, -5.748, 1.300)
C (1.838, -4.259, 3.316)
C (-1.553, -3.739, 2.799)
C (-3.025, -3.320, 2.685)
C (-1.534, -5.277, 2.817)
C (-1.024, -3.178, 4.150)
H (-2.389, -2.176, 0.604)
H (1.747, -2.792, -0.562)
H (-1.881, -0.754, -2.564)
H (-2.928, -1.806, -1.603)
H (-2.517, -2.239, -3.262)
H (0.531, -1.453, -3.090)
H (-0.206, -2.824, -3.900)
H (1.057, -3.098, -2.701)
H (-2.181, -4.210, -1.155)
H (-0.493, -4.680, -1.392)
H (-1.554, -4.445, -2.791)
H (3.309, -3.975, 0.235)
H (3.948, -4.263, 1.848)
H (3.231, -2.693, 1.458)
H (1.750, -5.785, 0.212)
H (0.702, -6.197, 1.565)
H (2.454, -6.360, 1.733)
H (1.933, -3.234, 3.682)
H (2.713, -4.816, 3.657)
H (0.964, -4.707, 3.780)
H (-3.500, -3.741, 1.796)
H (-3.135, -2.234, 2.664)
H (-3.562, -3.690, 3.560)
H (-1.824, -5.685, 1.845)
H (-2.247, -5.634, 3.564)
H (-0.558, -5.678, 3.081)
H (-1.768, -2.523, 4.605)
H (-0.106, -2.606, 4.037)
H (-0.823, -3.982, 4.861)
F (-0.797, 4.965, 0.618)
C (-1.344, 4.559, 1.757)
F (-2.497, 5.187, 1.938)
F (-0.520, 4.838, 2.760)
S (-1.639, 2.743, 1.756)
O (-0.417, 2.146, 1.224)
O (-2.037, 2.471, 3.098)
N (-2.864, 2.574, 0.744)
S (-2.652, 1.748, -0.565)
O (-1.867, 0.509, -0.231)
O (-3.848, 1.483, -1.284)
C (-1.801, 2.940, -1.766)
F (-2.545, 4.041, -1.683)
F (-0.548, 3.239, -1.493)
F (-1.894, 2.424, -2.983)
F (-0.797, 0.607, 6.994)
C (-0.224, 0.483, 5.797)
C (-0.984, 0.155, 4.694)
F (-2.295, -0.045, 4.817)
C (-0.360, 0.037, 3.470)
F (-1.117, -0.290, 2.405)
C (0.991, 0.236, 3.290)
Se (1.809, 0.047, 1.589)
C (1.731, 0.562, 4.417)
F (3.050, 0.762, 4.328)
C (1.138, 0.687, 5.659)
F (1.869, 1.003, 6.729)
C (7.405, 0.194, 2.405)
C (6.552, 1.163, 1.624)
C (6.575, 2.515, 1.949)
C (5.776, 3.423, 1.272)
C (4.935, 2.988, 0.264)
C (4.926, 1.642, -0.086)
N (4.025, 1.138, -1.064)
C (3.485, 1.841, -2.109)
C (4.226, 2.840, -2.770)
C (3.697, 3.520, -3.840)
C (2.401, 3.260, -4.311)
C (1.656, 2.306, -3.672)
C (2.179, 1.586, -2.582)
C (1.291, 0.674, -1.910)
O (0.012, 0.737, -1.975)
O (1.693, -0.246, -1.103)
C (5.732, 0.717, 0.581)
C (5.674, -0.739, 0.193)
H (7.898, 0.702, 3.233)
H (8.180, -0.256, 1.781)
H (6.808, -0.620, 2.820)
H (7.214, 2.855, 2.756)
H (5.787, 4.470, 1.549)
H (4.268, 3.681, -0.231)
H (3.500, 0.328, -0.773)
H (5.232, 3.045, -2.433)
H (4.303, 4.271, -4.333)
H (2.002, 3.799, -5.158)
H (0.646, 2.084, -3.994)
H (5.606, -0.850, -0.890)
H (4.800, -1.235, 0.627)
H (6.552, -1.282, 0.534)

Atomic partial charges in e from the Mulliken method, atoms 1 to 5:
1 Ti -0.0033
2 C -1.1333
3 C 0.5189
4 C 0.5741
5 C -1.2357

=====

Entry 5:
Molecular formula: C27H42As3IMnN4O5S
Method: DFT, the ωB97M-V functional and the def2-TZVPD basis

Values from the calculation:
* multiplicity: 6
* energy above the lowest of the compared OMol25 structures with the same formula, charge and spin: 10.7 kcal/mol
* <S²>: 8.76
* HOMO level (spin up / spin down): -8.08 / -8.04 eV

CARTESIAN COORDINATES (ANGSTROEM)
Mn (0.426, -0.408, 0.585)
C (-4.202, 2.283, 1.644)
As (-2.524, 1.269, 1.677)
C (-3.114, -0.012, 3.030)
C (-1.437, 2.335, 2.941)
C (-0.752, 3.622, 2.450)
C (-1.711, 4.467, 1.601)
C (0.526, 3.352, 1.644)
As (0.544, 2.109, 0.128)
C (-0.622, 2.930, -1.197)
C (2.269, 2.625, -0.602)
C (-0.392, 4.506, 3.666)
As (0.831, 4.057, 5.166)
C (2.577, 4.350, 4.313)
C (0.930, 2.099, 5.241)
H (-4.413, 2.709, 2.625)
H (-4.992, 1.577, 1.387)
H (-4.186, 3.073, 0.898)
H (-3.720, 0.503, 3.777)
H (-2.247, -0.464, 3.506)
H (-3.689, -0.801, 2.552)
H (-0.684, 1.619, 3.280)
H (-2.067, 2.556, 3.809)
H (-2.022, 3.952, 0.693)
H (-1.229, 5.401, 1.306)
H (-2.611, 4.717, 2.166)
H (1.306, 2.959, 2.300)
H (0.902, 4.297, 1.237)
H (-0.568, 4.014, -1.101)
H (-1.649, 2.592, -1.069)
H (-0.275, 2.647, -2.191)
H (2.203, 3.640, -0.996)
H (2.577, 1.924, -1.377)
H (3.010, 2.589, 0.196)
H (-1.327, 4.779, 4.163)
H (0.031, 5.450, 3.301)
H (2.589, 5.331, 3.837)
H (2.831, 3.589, 3.577)
H (3.336, 4.344, 5.095)
H (-0.023, 1.681, 5.560)
H (1.679, 1.870, 6.001)
H (1.244, 1.642, 4.305)
C (2.089, -1.802, 4.800)
C (1.403, -1.449, 3.521)
N (1.879, -0.612, 2.677)
O (3.103, -0.051, 3.058)
C (0.149, -2.132, 3.084)
C (-0.405, -3.352, 3.738)
N (-0.348, -1.614, 2.015)
O (-1.325, -2.117, 1.317)
H (2.366, -0.898, 5.341)
H (3.016, -2.340, 4.586)
H (1.460, -2.423, 5.431)
H (3.455, 0.239, 2.205)
H (0.279, -4.201, 3.660)
H (-1.334, -3.614, 3.234)
H (-0.607, -3.192, 4.799)
O (3.603, -2.021, -4.177)
S (4.346, -1.707, -2.985)
O (5.724, -1.331, -3.117)
N (3.527, -0.611, -2.085)
C (3.120, -1.133, -0.955)
O (2.453, -0.514, -0.080)
C (3.490, -2.575, -0.749)
C (3.179, -3.400, 0.316)
C (3.591, -4.726, 0.250)
C (4.293, -5.200, -0.856)
C (4.604, -4.366, -1.924)
C (4.188, -3.053, -1.836)
H (2.629, -3.014, 1.166)
H (3.363, -5.402, 1.064)
H (4.602, -6.237, -0.884)
H (5.150, -4.731, -2.783)
I (1.325, -0.043, -5.356)
C (0.748, -1.202, -3.742)
C (0.689, -2.584, -3.814)
C (0.298, -3.289, -2.688)
C (0.001, -2.599, -1.527)
N (0.103, -1.268, -1.451)
C (0.467, -0.586, -2.536)
H (0.966, -3.098, -4.723)
H (0.238, -4.369, -2.704)
H (-0.331, -3.094, -0.622)
H (0.570, 0.487, -2.433)

Atomic partial charges in e from the Mulliken method, atoms 1 to 5:
1 Mn -0.0226
2 C -1.3363
3 As 0.6010
4 C -1.1878
5 C -0.7555